The following is a quantum chemistry calculation of C31H47N4Tl as an isolated structure, from the Open Molecules 2025 dataset.

Structure (ORCA input):
```
! wB97M-V def2-TZVPD RIJCOSX def2/J DEFGRID3
* xyz 2 1
Tl 0.366 -1.983 -0.545
N -1.844 -2.534 0.921
N 0.201 1.877 0.516
N 0.849 -3.364 1.706
N -0.375 -4.485 -0.668
C 3.458 -2.173 -2.055
C 0.679 -5.221 0.049
C 2.311 1.716 1.386
C 1.092 3.864 1.695
C 4.685 1.430 2.188
C 1.116 2.510 1.185
C 1.425 -1.416 -3.781
C -1.557 -3.001 2.286
C -3.138 4.450 -0.184
C -2.244 4.098 -1.376
C 3.230 -0.826 -2.300
C -1.717 1.297 -0.783
C 2.199 5.776 2.881
C 3.331 3.553 2.445
C -1.056 2.407 0.047
C -1.985 2.749 1.242
C 1.649 -2.775 -3.553
C 2.187 4.379 2.325
C -0.870 3.647 -0.865
C 2.672 -3.137 -2.679
C -0.098 -2.815 2.688
C -2.890 2.980 -2.197
C 0.771 -4.825 1.517
C 3.427 2.228 1.993
C -1.746 -4.763 -0.198
C -3.984 2.094 -0.126
C 0.839 -3.818 -4.272
C -3.080 1.747 -1.310
C -2.554 -3.498 0.062
C -3.340 3.213 0.696
C 2.210 -0.451 -3.166
H 0.040 -3.257 3.682
H 0.644 -1.115 -4.469
H -3.523 0.937 -1.894
H 0.201 4.463 1.587
H -0.084 -5.215 2.070
H -2.759 -2.995 -0.887
H 3.864 -0.074 -1.848
H 4.269 -2.480 -1.406
H 0.949 -4.800 -3.809
H -1.821 0.411 -0.146
H -2.105 1.859 1.867
H 0.534 -6.305 -0.014
H 1.644 -5.319 1.948
H 4.603 0.795 3.071
H 5.546 2.081 2.326
H -2.288 -5.376 -0.920
H 1.169 -3.915 -5.307
H -2.695 5.263 0.400
H -3.979 3.463 1.546
H 1.787 -3.127 2.005
H 4.877 0.790 1.329
H -0.308 -4.725 -1.652
H 1.539 5.848 3.745
H -0.220 3.372 -1.700
H -2.175 -2.472 3.016
H -4.105 4.811 -0.540
H -2.098 4.981 -2.001
H -1.694 -5.365 0.710
H -2.265 2.735 -3.060
H 2.265 0.711 0.984
H 4.202 3.984 2.929
H -3.854 3.316 -2.585
H -0.220 -3.557 -4.299
H -1.842 -4.050 2.379
H -4.149 1.212 0.502
H 2.883 -4.189 -2.514
H -1.549 3.529 1.868
H -2.403 -1.691 0.967
H 3.197 6.071 3.195
H 0.115 -1.746 2.781
H 1.852 6.491 2.136
H -1.049 1.025 -1.606
H 1.626 -4.994 -0.447
H 2.037 0.596 -3.381
H -4.965 2.415 -0.481
H -0.392 4.469 -0.333
H -3.522 -3.791 0.483
*
```

Output
**Lowest unoccupied orbital energy**: -8.36 eV
**Orbital gap**: 0.1966 hartree
**HOMO**: -13.70 eV
**Energy above the lowest of the compared OMol25 structures with the same formula, charge and spin**: 4.6 kcal per mole
**Maximum force**: 0.134 eV/A

Löwdin population analysis, charges in e, atoms 1 to 5: atom 1 (Tl): 0.89, atom 2 (N): -0.14, atom 3 (N): 0.27, atom 4 (N): -0.14, atom 5 (N): -0.13

=====

The following is a quantum chemistry calculation of C31H48BrCaIN4PSe as an isolated structure in a non-equilibrium geometry, from the Open Molecules 2025 dataset.

Structure (ORCA input):
```
! wB97M-V def2-TZVPD RIJCOSX def2/J DEFGRID3
* xyz -1 1
I 3.731 1.649 -2.440
Br 2.062 4.090 -4.408
Se 3.869 -1.174 0.705
Ca 2.233 -1.386 -1.747
P -0.946 -0.805 -1.555
N -0.856 0.837 -1.151
N -2.490 -1.047 -2.195
N -1.219 -1.456 -0.009
N 0.172 -1.312 -2.465
C -2.306 2.586 -0.151
C 3.734 3.944 -0.588
C 2.227 -2.324 4.405
C -2.290 -3.144 1.411
C -5.095 -1.881 -3.079
C -1.820 3.581 -1.198
C -1.287 -2.871 2.526
C 3.474 5.219 -0.111
C -1.276 1.483 0.088
C -3.817 -2.382 -3.748
C 2.653 1.325 2.225
C -0.362 1.783 -2.147
C -1.690 -2.846 0.045
C -2.691 -1.366 -3.593
C 3.970 -1.712 -3.431
C -3.667 -0.511 -1.537
C 3.199 -3.720 2.592
C 2.640 4.486 -2.656
C 1.965 0.026 4.239
C -4.833 -1.491 -1.627
C 2.380 5.766 -2.177
C 1.810 -1.133 4.986
C -1.400 2.851 -2.468
C -0.135 -1.288 0.973
C -0.681 -1.482 2.380
C 3.319 3.566 -1.865
C 2.531 0.020 2.964
C 2.789 -2.374 3.132
C 1.209 -1.105 6.366
C 2.971 -1.188 2.393
C 2.794 6.130 -0.907
H 0.327 -0.306 0.876
H 1.938 -1.404 7.124
H -2.634 -4.182 1.442
H 2.175 2.128 2.790
H 2.582 7.127 -0.544
H -3.170 -2.502 1.545
H -1.688 0.737 0.760
H 0.856 -0.106 6.628
H 3.699 1.584 2.047
H 3.873 -2.725 -3.855
H -3.967 0.441 -2.011
H 2.199 1.261 1.232
H 3.798 5.492 0.885
H -3.238 2.128 -0.496
H -0.398 1.928 0.585
H -2.270 2.375 -2.934
H -5.889 -2.630 -3.138
H -0.852 -3.534 -0.146
H -5.453 -0.996 -3.621
H -0.983 3.558 -3.190
H -0.065 1.233 -3.039
H 0.546 2.276 -1.767
H 2.504 -4.493 2.930
H -1.758 -2.986 3.506
H 0.117 -1.336 3.102
H -2.962 -0.454 -4.154
H -2.421 -3.003 -0.744
H 0.359 -1.787 6.444
H 4.249 3.223 0.032
H 4.199 -3.998 2.939
H 1.633 0.973 4.655
H 3.240 -3.712 1.506
H -0.478 -3.612 2.476
H -3.501 -3.324 -3.288
H -1.447 -0.720 2.567
H -4.586 -2.386 -1.046
H -5.726 -1.048 -1.176
H 1.852 6.467 -2.809
H 4.997 -1.651 -3.034
H -1.748 -1.735 -3.992
H -0.953 4.125 -0.801
H 3.948 -1.035 -4.300
H -3.432 -0.292 -0.497
H -2.519 3.091 0.796
H 0.667 -2.028 0.808
H 2.098 -3.255 4.952
H -3.996 -2.577 -4.810
H -2.591 4.327 -1.410
*
```

Output
**Lowest unoccupied orbital energy**: 2.29 eV
**Orbital gap**: 0.2413 hartree
**HOMO**: -4.28 eV
**Maximum force**: 1.021 eV/A

Löwdin population analysis, charges in e, atoms 1 to 5: atom 1 (I): 1.06, atom 2 (Br): 0.72, atom 3 (Se): 0.49, atom 4 (Ca): 0.84, atom 5 (P): 0.46